Record 1
DFT (wB97M-V/def2-TZVPD) results for the ion C11H14N3 with charge +1 in a non-equilibrium geometry.

The geometry in XYZ format:
```
28
Properties=species:S:1:pos:R:3:lowdin_charge:R:1
C -1.831 -1.599 -0.552 0.003
C -2.994 -0.873 -0.730 -0.008
C -2.050 1.032 0.488 0.061
C -0.689 -0.901 -0.061 -0.215
C -0.782 0.425 0.311 -0.178
C -3.176 0.380 -0.043 -0.282
C 2.747 -0.708 0.568 -0.087
C 0.472 1.032 0.760 -0.104
C 0.408 -1.730 0.179 0.027
C 1.469 0.993 -0.293 -0.057
C 3.752 0.949 -0.843 0.027
N 2.608 0.390 -0.145 -0.152
N 1.679 -1.638 0.642 0.087
N -4.429 0.902 0.087 0.123
H -1.734 -2.697 -0.741 0.137
H -3.902 -1.318 -1.163 0.120
H -1.939 1.981 0.865 0.090
H 3.564 -1.271 0.935 0.129
H 0.115 2.066 1.070 0.154
H 0.741 0.539 1.657 0.131
H 0.273 -2.765 -0.116 0.136
H 1.516 1.758 -1.026 0.129
H 3.971 0.312 -1.736 0.137
H 3.466 1.926 -1.182 0.089
H 4.497 1.312 -0.207 0.094
H 2.152 -2.477 0.896 0.138
H -5.133 0.270 -0.305 0.110
H -4.772 1.712 0.683 0.160
```

Total charge: +1
Energy relative to the best compared isomer or geometry (same formula, charge and spin), eV: 2.561
Lowest unoccupied orbital energy (alpha / beta), hartree: -0.145 / -0.145

---

Record 2
DFT (wB97M-V/def2-TZVPD) results for a cluster of 2 separate species, C36H39ClN2O5SSi in total in a non-equilibrium geometry.

The geometry in XYZ format:
```
85
Properties=species:S:1:pos:R:3:lowdin_charge:R:1
O -6.034 -1.100 1.187 0.048
N -5.431 -0.002 1.239 -0.317
O -6.014 1.102 1.118 0.048
C -4.019 -0.007 1.451 -0.160
C -3.315 1.208 1.517 0.015
C -1.940 1.203 1.733 -0.032
C -1.252 -0.008 1.894 -0.246
S 0.545 -0.002 2.153 0.550
C 1.184 -0.210 0.580 -0.931
Cl 2.795 -0.074 0.246 0.528
O 0.830 1.334 2.655 -0.392
O 0.830 -1.142 3.003 -0.382
C -1.955 -1.220 1.817 -0.035
C -3.331 -1.224 1.600 0.015
H -3.859 2.140 1.393 0.118
H -1.406 2.148 1.779 0.115
H 0.516 -0.526 -0.211 0.001
H -1.430 -2.164 1.932 0.118
H -3.887 -2.155 1.538 0.118
C 5.899 -2.748 9.582 -0.147
Si 5.843 -0.927 9.225 0.430
C 4.678 -0.034 10.370 -0.154
C 7.529 -0.141 9.381 -0.135
O 5.229 -0.737 7.665 -0.157
C 5.888 -0.265 6.503 -0.345
C 6.085 1.265 6.611 -0.156
C 5.312 2.018 7.498 -0.041
C 5.615 3.370 7.705 -0.055
C 6.547 4.007 6.883 -0.077
C 7.186 3.291 5.868 -0.059
C 6.966 1.913 5.744 -0.062
C 7.137 -1.136 6.287 -0.186
C 8.439 -0.633 6.334 -0.054
C 9.519 -1.493 6.089 -0.062
C 9.302 -2.858 5.911 -0.077
C 8.002 -3.375 5.974 -0.063
C 6.919 -2.516 6.178 -0.058
C 4.911 -0.498 5.298 -0.143
C 3.582 0.272 5.383 -0.080
C 3.689 1.472 4.442 -0.114
C 4.779 1.097 3.427 -0.098
N 5.498 -0.023 4.028 0.026
C 6.494 -0.633 3.393 0.019
C 7.161 -0.133 2.247 -0.047
C 6.578 0.223 1.056 0.003
C 7.335 0.779 -0.038 -0.212
C 6.796 0.795 -1.352 -0.012
C 7.527 1.309 -2.419 -0.068
C 8.805 1.854 -2.204 -0.068
C 9.354 1.851 -0.913 -0.076
C 8.637 1.318 0.158 -0.027
H 6.349 -2.915 10.573 0.042
H 4.882 -3.165 9.590 0.043
H 6.492 -3.295 8.837 0.024
H 5.010 -0.186 11.408 0.042
H 4.663 1.046 10.174 0.026
H 3.657 -0.424 10.268 0.044
H 7.747 -0.014 10.452 0.045
H 8.318 -0.765 8.943 0.033
H 7.567 0.851 8.908 0.039
H 4.489 1.554 8.048 0.107
H 5.087 3.916 8.491 0.112
H 6.753 5.073 7.012 0.108
H 7.863 3.782 5.166 0.108
H 7.480 1.329 4.978 0.106
H 8.624 0.414 6.577 0.112
H 10.526 -1.070 6.048 0.110
H 10.146 -3.527 5.732 0.107
H 7.814 -4.445 5.864 0.112
H 5.899 -2.913 6.243 0.131
H 4.705 -1.579 5.217 0.159
H 2.812 -0.398 4.974 0.122
H 3.301 0.534 6.404 0.119
H 2.744 1.662 3.919 0.094
H 3.975 2.386 4.980 0.111
H 4.306 0.794 2.478 0.088
H 5.446 1.943 3.193 0.142
H 6.875 -1.558 3.833 0.143
H 8.251 -0.167 2.321 0.119
H 5.514 0.029 0.888 0.083
H 5.796 0.374 -1.500 0.117
H 7.103 1.285 -3.425 0.110
H 9.370 2.273 -3.037 0.106
H 10.353 2.257 -0.734 0.107
H 9.069 1.310 1.161 0.104
```

Energy relative to the best compared isomer or geometry (same formula, charge and spin), eV: 0.159
Lowest unoccupied orbital energy, hartree: -0.068

---

Record 3
DFT (wB97M-V/def2-TZVPD) results for a cluster of 2 separate species, C2H12N4 in total in a non-equilibrium geometry.

The geometry in XYZ format:
```
18
Properties=species:S:1:pos:R:3:lowdin_charge:R:1
N -1.365 -1.632 0.164 -0.003
C -1.964 -0.297 0.399 -0.395
N -2.917 -0.218 1.454 -0.010
H -1.264 -2.034 1.080 0.051
H -2.144 -2.139 -0.228 0.047
H -1.148 0.400 0.609 0.092
H -2.356 0.046 -0.567 0.099
H -3.799 -0.713 1.439 0.067
H -2.993 0.624 2.004 0.063
N 2.095 0.103 0.408 0.000
C 2.036 1.194 -0.491 -0.378
N 2.280 0.803 -1.915 -0.011
H 2.995 -0.186 0.727 0.056
H 1.429 -0.646 0.429 0.047
H 1.076 1.707 -0.377 0.090
H 2.797 1.939 -0.262 0.102
H 1.388 0.569 -2.291 0.034
H 2.690 1.579 -2.427 0.048
```

Energy relative to the best compared isomer or geometry (same formula, charge and spin), eV: 0.402
SMILES string: NCN.NCN
Lowest unoccupied orbital energy, hartree: 0.039

---

Record 4
DFT (wB97M-V/def2-TZVPD) results for a structure of composition C30H75F2N6NaO18S3Sn2 in a non-equilibrium geometry.

The geometry in XYZ format:
```
137
Properties=species:S:1:pos:R:3:lowdin_charge:R:1
Sn 22.483 25.929 -2.634 1.423
Sn 28.085 26.956 -4.260 1.755
Na 26.084 27.854 0.777 0.745
S 25.197 28.274 -2.331 0.175
O 26.118 28.886 -3.290 -0.422
O 25.405 29.074 -1.118 -0.367
O 23.834 28.434 -2.867 -0.476
O 25.553 26.818 -2.195 -0.519
N 27.442 31.776 -3.863 -0.226
S 28.210 32.706 -4.778 0.452
O 29.077 32.107 -5.797 -0.300
O 28.598 33.950 -4.173 -0.271
F 26.942 33.130 -5.690 -0.212
S 28.752 30.928 -3.185 0.595
O 29.790 31.707 -2.587 -0.239
O 29.103 29.714 -3.890 -0.372
F 27.843 30.513 -1.890 -0.213
C 21.274 33.301 -3.008 -0.078
O 22.041 32.121 -3.293 -0.188
C 21.600 31.434 -4.469 -0.204
C 22.279 30.049 -4.492 -0.195
N 23.689 30.169 -4.984 -0.005
C 23.723 30.260 -6.465 -0.174
C 23.619 28.925 -7.282 -0.207
O 24.177 29.206 -8.575 -0.184
C 24.126 28.056 -9.393 -0.122
H 20.221 33.017 -3.084 0.085
H 21.426 34.061 -3.778 0.084
H 21.478 33.712 -2.024 0.071
H 21.835 32.147 -5.262 0.108
H 20.532 31.200 -4.541 0.118
H 21.691 29.294 -5.026 0.105
H 22.179 29.702 -3.461 0.070
H 24.032 29.226 -4.812 0.046
H 24.723 30.624 -6.701 0.075
H 22.957 30.954 -6.804 0.119
H 22.576 28.608 -7.394 0.114
H 23.989 28.079 -6.690 0.112
H 23.074 27.906 -9.655 0.096
H 24.351 27.139 -8.835 0.069
H 24.786 28.053 -10.257 0.099
C 24.315 34.217 -5.243 -0.113
O 24.033 34.272 -3.876 -0.170
C 24.635 35.445 -3.273 -0.180
C 26.096 35.338 -2.876 -0.149
N 26.413 34.168 -2.020 0.022
C 26.379 34.482 -0.603 -0.189
C 26.889 33.395 0.330 -0.171
O 25.945 32.317 0.261 -0.150
C 26.293 31.140 0.901 -0.158
H 23.555 33.679 -5.811 0.080
H 25.320 33.956 -5.580 0.061
H 24.188 35.233 -5.644 0.088
H 24.069 35.795 -2.403 0.112
H 24.386 36.334 -3.860 0.121
H 26.504 36.180 -2.311 0.125
H 26.767 35.191 -3.725 0.098
H 27.313 33.739 -2.206 0.085
H 25.439 34.972 -0.342 0.116
H 27.107 35.303 -0.500 0.128
H 26.894 33.747 1.367 0.125
H 27.966 33.277 0.178 0.133
H 25.460 30.438 0.971 0.049
H 26.669 31.274 1.922 0.099
H 27.052 30.592 0.331 0.068
C 27.148 23.452 -3.617 -0.097
O 28.345 24.142 -3.943 -0.364
C 29.599 23.367 -3.791 -0.154
C 30.728 24.367 -3.708 -0.195
N 30.648 25.470 -4.662 -0.100
C 31.701 26.451 -4.471 -0.176
C 31.613 27.550 -5.558 -0.157
O 30.277 28.082 -5.690 -0.318
C 30.280 29.297 -6.422 -0.098
H 27.272 22.645 -2.893 0.097
H 26.803 22.961 -4.532 0.094
H 26.446 24.215 -3.281 0.066
H 29.745 22.634 -4.587 0.125
H 29.628 22.778 -2.872 0.128
H 31.623 23.821 -4.030 0.136
H 30.886 24.644 -2.666 0.129
H 30.847 25.039 -5.561 0.058
H 32.644 25.940 -4.696 0.125
H 31.729 26.801 -3.440 0.128
H 31.892 27.104 -6.515 0.108
H 32.311 28.365 -5.363 0.140
H 30.461 30.202 -5.846 0.080
H 29.288 29.187 -6.863 0.067
H 30.942 29.397 -7.289 0.112
C 26.707 29.702 -6.672 -0.068
O 27.190 28.348 -6.684 -0.314
C 27.296 27.845 -8.011 -0.181
C 28.296 26.672 -8.172 -0.182
N 28.056 25.690 -7.112 -0.055
C 28.632 24.317 -7.350 -0.127
C 30.021 24.316 -8.052 -0.211
O 31.036 24.583 -7.138 -0.243
C 32.359 24.581 -7.700 -0.045
H 25.999 29.825 -7.492 0.077
H 27.485 30.459 -6.565 0.082
H 26.155 29.847 -5.740 0.075
H 27.707 28.690 -8.566 0.143
H 26.243 27.602 -8.181 0.098
H 29.276 27.144 -8.097 0.117
H 28.087 26.357 -9.198 0.135
H 27.076 25.507 -7.313 0.101
H 27.849 23.772 -7.877 0.128
H 28.933 23.724 -6.485 0.092
H 30.012 24.861 -9.000 0.124
H 30.270 23.280 -8.319 0.137
H 32.802 23.584 -7.669 0.101
H 33.046 25.279 -7.223 0.087
H 32.353 24.886 -8.749 0.100
C 22.317 30.299 -0.297 -0.104
O 22.294 31.716 -0.226 -0.171
C 22.663 32.141 1.104 -0.185
C 22.645 33.665 1.140 -0.153
N 21.242 34.079 0.883 -0.048
C 20.900 35.452 0.571 -0.200
C 19.415 35.628 0.328 -0.205
O 18.882 34.560 -0.485 -0.212
C 17.482 34.757 -0.770 -0.092
H 22.108 29.963 -1.314 0.061
H 21.590 29.766 0.323 0.090
H 23.352 29.978 -0.143 0.060
H 23.617 31.727 1.429 0.099
H 21.862 31.792 1.761 0.126
H 23.305 34.233 0.478 0.107
H 22.826 34.020 2.158 0.122
H 20.829 33.395 0.261 0.091
H 21.472 35.809 -0.294 0.116
H 21.163 36.029 1.460 0.126
H 19.243 36.628 -0.074 0.126
H 18.851 35.491 1.254 0.122
H 16.950 35.230 0.056 0.085
H 16.958 33.828 -0.998 0.081
H 17.387 35.320 -1.700 0.086
```

Total charge: +2
Lowest unoccupied orbital energy, hartree: -0.341